Entry 1:
C5H10ClN | ωB97M-V/def2-TZVPD

```
! wB97M-V def2-TZVPD RIJCOSX def2/J DEFGRID3
* xyz 0 1
Cl 1.5028 -1.4081 0.6354
N -0.2315 0.4440 1.2535
C -0.6913 -0.6191 -2.2017
C -0.4008 -0.2260 2.5304
C 0.8024 1.2013 -1.5407
C -0.2121 -0.4719 0.2092
C 0.0150 -0.0754 -1.2370
H -0.3404 0.5699 3.2922
H -0.5041 -0.6258 -3.2121
H 0.7508 1.4142 -2.6243
H -1.3517 -0.6508 2.6927
H 0.5837 1.0717 1.2831
H 0.2672 2.0621 -1.0546
H 1.7928 0.9893 -1.0877
H -1.3417 -1.4877 -1.8899
H -1.0431 -1.2614 0.2996
H 0.4020 -0.9262 2.6521
*
```

Values from the calculation:
HOMO level: -9.336 eV
Kohn-Sham gap: 10.181 eV
Energy above the lowest of the compared OMol25 structures with the same formula, charge and spin: 1.373 eV
SMILES string: C=C(C)[C@@H](Cl)NC



Entry 2:
C4H8NO3 | ωB97M-V/def2-TZVPD

```
! wB97M-V def2-TZVPD RIJCOSX def2/J DEFGRID3
* xyz -1 1
O 2.6331 -0.2043 -0.7510
O 0.2704 -2.1852 -0.1798
O -0.0495 -0.4441 1.4056
N 2.0476 0.5563 0.3541
C -0.4343 -1.1277 0.1872
C 0.5651 0.2477 0.2748
C -1.8886 -0.9211 -0.2012
C -0.1133 1.6288 -0.0615
H -1.9898 -0.6515 -1.3578
H 2.3071 0.0472 1.1369
H 0.7038 2.2042 -0.4943
H 1.8899 -0.8690 -1.0087
H -2.3589 -0.1033 0.3942
H -0.8177 1.5138 -0.8282
H -0.4574 2.1327 0.9701
H -2.3075 -1.8246 0.1598
*
```

Values from the calculation:
HOMO level: -2.810 eV
Kohn-Sham gap: 6.986 eV
Energy above the lowest of the compared OMol25 structures with the same formula, charge and spin: 6.386 eV
SMILES string: C[C@]1([O-])O[C@@]1(C)NO



Entry 3:
C31H84O11 | ωB97M-V/def2-TZVPD

```
! wB97M-V def2-TZVPD RIJCOSX def2/J DEFGRID3
* xyz 0 1
O 8.8462 -1.9238 -4.1337
O -0.0095 2.2469 5.4977
O 1.5138 -5.3338 2.7204
O -5.2863 -3.2293 1.7466
O -8.6775 4.8433 -2.3176
O 4.9652 3.2060 5.6562
O -0.2160 9.4455 -0.2571
O 1.0707 -5.1110 -5.3009
O -0.6041 2.1678 -10.0027
O -1.7280 -5.8445 7.9958
O 0.7395 0.1219 1.3500
C 8.7267 -3.5609 -5.8309
C 5.5205 4.3727 5.0956
C 7.8269 -3.9710 -3.4153
C -4.2070 -2.8700 0.8379
C -2.3786 -5.1553 7.0219
C 8.0239 -3.0166 -4.5949
C -0.9781 2.9856 -8.9090
C -2.1564 2.9894 4.7261
C -0.6125 2.2712 -7.6487
C 0.6786 -4.0441 -6.0583
C -6.5892 3.8428 -2.6011
C -2.4957 3.2855 -8.9582
C -1.6657 2.4451 7.2500
C 0.8672 0.3450 -0.0536
C 1.8633 -3.2801 -6.6293
C -4.8068 -1.8063 -0.0940
C -1.1594 3.0580 5.9508
C -1.6922 7.9823 -1.4369
C 1.2309 -7.7226 2.9683
C 2.8012 -6.5699 1.1765
C -3.7916 -5.0271 7.5918
C -7.3705 4.9296 -0.2760
C 6.5226 3.8551 4.0436
C -1.5238 -3.8121 6.9356
C -3.8435 -4.1830 0.2407
C 2.2539 -0.0238 -0.4103
C 2.2158 -6.5578 2.6337
C -7.4155 4.8744 -1.7965
C 0.5147 1.6932 -0.6372
C -0.7501 8.1240 -0.2792
C 4.3169 5.0110 4.3896
H 4.0494 3.3038 5.3856
H 8.0891 -4.2719 -6.3564
H 9.0529 -2.8701 -6.6083
H 7.0870 -4.7078 -3.7281
H -0.9644 2.6522 8.0583
H 4.5796 6.0344 4.1219
H -7.0512 2.8564 -2.6411
H -2.2979 -5.5366 6.0040
H -2.3078 1.9301 4.5188
H -6.9541 5.7805 -2.1891
H 3.0401 0.3659 0.2364
H 3.5882 -7.3194 1.0929
H -0.4518 -3.9810 6.8333
H -6.3906 4.1179 -3.6370
H -0.9781 1.2503 -7.7594
H 3.0946 -6.6113 3.2763
H -7.6521 3.9286 0.0510
H -1.6797 -3.2298 7.8437
H -4.1413 -1.6496 -0.9429
H 2.0727 -6.8743 0.4250
H 2.5036 -1.0845 -0.4329
H -4.7615 -0.8157 0.3586
H -1.3467 8.3175 -2.4149
H 0.4725 2.1957 -7.7204
H -0.1225 -4.2760 -6.7601
H -0.8966 4.0759 6.2386
H 1.5727 -2.4769 -7.3065
H 7.0858 -2.5315 -4.8644
H -2.6333 8.5172 -1.3088
H 1.0334 2.5336 -0.1759
H 2.3620 -2.9795 -5.7079
H -0.5472 1.9122 -0.5261
H 0.3054 1.8810 -9.8925
H 9.6028 -4.1358 -5.5309
H 7.2840 -3.4448 -2.6302
H -5.6028 3.6881 -2.1638
H 1.0593 -0.7830 1.3733
H -4.4016 -5.9262 7.5042
H 5.8540 5.0531 5.8791
H -2.6561 3.9397 -9.8153
H -3.3671 -2.4846 1.4159
H -3.0070 2.3322 -9.0919
H -0.8627 2.7937 -6.7254
H 0.8096 -5.8635 -5.8368
H 0.9148 -7.6736 4.0103
H -1.7381 3.5842 3.9141
H -3.1559 -4.0227 -0.5898
H 7.2818 3.4790 4.7293
H -3.4065 -4.8103 1.0176
H 1.5737 -8.7422 2.7923
H -2.2581 -6.6285 8.1572
H 3.5402 5.2101 5.1280
H -3.6442 -4.5799 8.5748
H -1.7933 -3.2569 6.0371
H 8.7535 -4.4752 -3.1410
H 8.6531 -1.1101 -4.6050
H -4.6833 -4.7045 -0.2187
H 3.8836 4.5017 3.5289
H -1.1084 7.7616 0.6843
H -0.3396 1.5798 4.8915
H 0.4881 9.3766 -0.9060
H 0.2479 -3.2258 -5.4814
H 0.1059 7.4804 -0.4820
H -6.3469 5.0181 0.0879
H 7.0196 4.6494 3.4866
H -4.3293 -4.4554 6.8354
H -0.4395 3.9241 -9.0402
H 2.5381 0.2788 -1.4181
H -3.1289 3.4200 4.9649
H 0.2493 -0.4244 -0.5165
H -1.9654 1.3983 7.3009
H -2.5069 3.0559 7.5779
H 3.4285 -5.6859 1.0617
H -2.8429 3.9010 -8.1284
H -7.8501 5.7564 0.2478
H -5.8140 -1.9401 -0.4885
H 1.0930 -5.2499 3.5791
H 6.0915 3.1781 3.3061
H 0.3645 -7.7285 2.3069
H 0.7938 1.7508 -1.6893
H -5.2989 -4.1891 1.7614
H -1.9917 6.9531 -1.6348
H 2.4211 -3.9169 -7.3159
H -8.8647 3.9028 -2.3636
*
```

Values from the calculation:
HOMO level: -10.009 eV
Kohn-Sham gap: 10.042 eV
Energy above the lowest of the compared OMol25 structures with the same formula, charge and spin: 6.497 eV
SMILES string: CC(C)O.CC(C)O.CC(C)O.CC(C)O.CC(C)O.CC(C)O.CC(C)O.CC(C)O.CC(C)O.CCO.CCO



Entry 4:
C28H31FeN2O | ωB97M-V/def2-TZVPD

```
! wB97M-V def2-TZVPD RIJCOSX def2/J DEFGRID3
* xyz -1 5
Fe -2.2005 -2.0074 1.0518
O 5.2565 -1.8969 -2.5843
N 0.6306 0.9560 0.2242
N 1.8312 5.0326 -2.1527
C 0.8779 3.9334 -2.2048
C 0.6807 1.6811 -0.9142
C 4.0960 -1.9790 -1.8859
C 4.2116 -2.2652 -0.4974
C 2.8195 -1.9021 -2.4923
C -2.9609 -3.1868 -0.3486
C 0.9592 3.0708 -0.9466
C 0.6564 -2.4772 0.4809
C -1.6831 -3.6690 0.1330
C -2.7767 -1.8332 -0.8488
C 0.9012 1.5964 1.3739
C 1.1880 2.9629 1.4374
C -0.6860 -2.5975 -0.0455
C 1.2263 3.7043 0.2615
C 1.4468 6.0908 -3.0486
C -3.5629 -1.2133 2.2159
C -1.4973 -2.0905 2.9218
C -0.0865 6.0272 -3.0781
C 3.2423 4.7794 -2.1211
C -2.9222 -2.3445 2.8720
C 3.0906 -2.4579 0.2596
C -0.4669 4.6998 -2.3984
C 1.7908 -2.3423 -0.3237
C -1.3931 -1.4811 -0.6818
C 1.6916 -2.0933 -1.7273
C -2.5234 -0.2533 1.8598
C -1.2499 -0.8119 2.2863
C 5.2177 -1.7823 -4.0103
H 5.2054 -2.3328 -0.0622
H -4.6335 -1.0746 2.0908
H -0.4847 6.8851 -2.5234
H -1.4342 -4.6743 0.4801
H -3.8841 -3.7632 -0.4013
H 0.7050 -2.0176 -2.1885
H 3.7356 5.7592 -2.0291
H 0.7991 -2.6778 1.5605
H 1.8651 5.9411 -4.0678
H 4.6906 -0.8731 -4.3379
H 0.8838 1.0127 2.2972
H 1.8523 7.0484 -2.6774
H -0.8791 -0.5741 -0.9887
H 3.1515 -2.6734 1.3270
H 0.4930 1.1227 -1.8424
H -0.2890 -0.3315 2.1973
H -3.4280 -3.1899 3.3323
H -3.5387 -1.2246 -1.3292
H -0.4277 6.0896 -4.1161
H 1.3538 3.4181 2.4056
H 4.7602 -2.6629 -4.4879
H 1.0251 3.2883 -3.0995
H 6.2695 -1.7196 -4.2914
H -0.7568 -2.7062 3.4247
H -1.1702 4.1123 -2.9902
H 1.4532 4.7707 0.2545
H -2.6708 0.7236 1.4019
H 3.6193 4.3090 -3.0481
H 2.7267 -1.7078 -3.5595
H 3.5239 4.1623 -1.2602
H -0.9100 4.9135 -1.4179
*
```

Values from the calculation:
HOMO level (alpha / beta): -0.770 / -2.623 eV
Kohn-Sham gap (alpha / beta): 3.193 / 5.043 eV
Expectation value of S²: 6.131



Entry 5:
C10H28NbO | ωB97M-V/def2-TZVPD

```
! wB97M-V def2-TZVPD RIJCOSX def2/J DEFGRID3
* xyz -1 1
Nb -4.9368 -1.3596 0.7323
O 1.4581 2.9594 -1.0190
C 3.3830 4.2665 -1.7242
C 1.1616 -1.3200 0.7036
C 1.4652 -2.7890 0.3754
C 0.3052 -3.7486 0.6607
C -3.2086 0.0861 0.4862
C 3.5869 2.4638 0.0312
C 0.5742 -0.5026 -0.4617
C -0.7204 0.2337 -0.1237
C -1.9431 -0.6629 0.0658
C 2.8644 2.9275 -1.2239
H 3.2230 5.0367 -0.9637
H 2.3507 -3.1179 0.9228
H -5.3340 -1.4624 -1.0975
H -1.7032 -1.4298 0.8079
H 1.2599 3.5941 -0.3204
H 0.6594 -4.7222 0.9976
H 1.7307 -2.8473 -0.6845
H 3.4310 3.1842 0.8400
H 4.6611 2.3742 -0.1389
H -3.4622 0.8427 -0.2688
H -0.5687 0.8247 0.7875
H 0.3669 -1.1741 -1.3019
H -0.3517 -3.3518 1.4343
H 3.1997 1.4977 0.3538
H 2.0774 -0.8467 1.0672
H 4.4520 4.2217 -1.9384
H -4.2826 -1.6303 2.4462
H -6.2632 -0.1859 1.2605
H -6.3840 -2.4022 1.2298
H 2.8559 4.5637 -2.6299
H 0.4627 -1.2862 1.5425
H -0.3175 -3.9158 -0.2173
H -2.1228 -1.2091 -0.8684
H 2.9954 2.1768 -2.0075
H -3.0045 0.6225 1.4192
H -4.2879 -3.0739 0.5655
H 1.3155 0.2154 -0.8200
H -0.9485 0.9471 -0.9203
*
```

Values from the calculation:
HOMO level: -4.163 eV
Kohn-Sham gap: 6.645 eV



Entry 6:
C7H17N | ωB97M-V/def2-TZVPD

```
! wB97M-V def2-TZVPD RIJCOSX def2/J DEFGRID3
* xyz 0 1
N 1.0492 0.6583 0.9307
C 0.1577 -1.8149 1.3283
C 1.0391 0.0877 -0.3754
C -0.1210 0.6440 -2.5617
C -1.6142 0.4707 -1.8560
C 0.9074 1.0902 -1.5397
C -0.7534 0.1392 2.5787
C 0.5541 -0.4678 1.9673
H -0.9939 -0.4901 3.3745
H -2.1283 1.2223 -2.3290
H 1.8540 1.1661 1.1092
H -0.7736 -1.8706 0.5481
H -0.0399 -0.4303 -0.4177
H -0.0967 1.4181 -3.4977
H 1.3757 -0.6775 2.6046
H -0.5160 1.0150 3.1434
H -1.6023 0.3105 1.8734
H 0.2173 -0.4399 -2.8290
H -1.9105 0.5358 -0.8343
H 0.8476 -2.4750 0.7862
H 1.9725 -0.5501 -0.5705
H -0.1120 -2.3949 2.0593
H 0.6929 2.1406 -1.1782
H -1.8743 -0.5113 -2.3233
H 1.8683 1.2238 -1.9912
*
```

Values from the calculation:
HOMO level: -8.311 eV
Kohn-Sham gap: 9.468 eV
Energy above the lowest of the compared OMol25 structures with the same formula, charge and spin: 3.818 eV
SMILES string: CCCCNC(C)C



For each record above, in turn, the calculated E values are -711.40503, -437.57080, -2058.89629, -2533.78875, -529.79140, -331.53058 Eh.